(1)
This record from the Open Molecules 2025 dataset describes a cluster of 14 separate species, C47H66O42 in total at a distorted geometry. The level of theory is the ωB97M-V functional and the def2-TZVPD basis.

Properties
HOMO-LUMO gap (spin up / spin down): 7.46 / 1.62 eV
E_tot: -4990.22939 a.u.
E_HOMO (spin up / spin down): -11.8 / -11.8 eV
Charge: +1
Multiplicity: 2

Last columns: bonded neighbours and bond lengths (Å).
Positions of all 155 atoms, in Å:
1 O 21.645 -13.852 -8.667  C83 1.191
2 O 20.312 -8.467 -6.112  C58 1.350, C78 1.296
3 O 25.285 -9.169 -3.079  C66 1.431, C70 1.352
4 O 22.518 -6.633 -5.793  C65 1.399, C72 1.369
5 O 16.335 -8.441 -9.470  C44 1.423, C71 1.380
6 O 18.030 -14.329 -5.628  C51 1.200
7 O 18.558 -11.245 -11.133  C46 1.291, C50 1.362
8 O 16.449 -3.990 -4.923  C74 1.426, C85 1.332
9 O 19.827 -7.682 -2.686  C79 1.224
10 O 20.017 -0.750 -9.509  C88 1.249
11 O 20.559 -2.861 -8.473  C87 1.380, C88 1.411
12 O 20.574 -8.620 -0.736  C76 1.398, C79 1.339
13 O 22.769 -10.264 -7.128  C69 1.399, C77 1.398
14 O 14.437 -10.868 -6.811  C62 1.218
15 O 17.865 -15.233 -7.744  C51 1.346, C75 1.398
16 O 15.342 -7.966 -0.936  C59 1.213
17 O 22.471 -14.548 -6.771  C53 1.392, C83 1.284
18 O 24.477 -11.556 -6.242  C77 1.199
19 O 24.374 -7.013 -7.027  C65 1.246
20 O 20.772 -13.261 -6.607  C83 1.369, C89 1.374
21 O 16.720 -8.518 -11.832  C71 1.253
22 O 16.934 -3.930 -7.105  C85 1.203
23 O 18.536 -9.007 -7.083  C49 1.391, C78 1.313
24 O 19.221 -2.729 -10.214  C64 1.394, C88 1.325
25 O 23.923 -4.916 -6.077  C55 1.434, C65 1.322
26 O 15.711 -8.758 -3.014  C59 1.379, C67 1.360
27 O 24.661 -10.599 -8.249  C77 1.324, C81 1.467
28 O 17.669 -12.463 -12.787  C46 1.187
29 O 16.558 -6.647 -10.707  C52 1.368, C71 1.289
30 O 20.335 -11.355 -2.667  C73 1.246
31 O 18.499 -8.204 -0.862  C79 1.341, C86 1.429
32 O 19.658 -7.174 -7.858  C78 1.246
33 O 23.930 -7.542 -2.533  C56 1.404, C70 1.315
34 O 16.184 -15.153 -6.461  C48 1.382, C51 1.290
35 O 17.917 -13.224 -10.798  C46 1.280, C84 1.438
36 O 20.012 -12.451 -0.661  C47 1.439, C73 1.391
37 O 18.168 -5.128 -5.552  C60 1.416, C85 1.356
38 O 13.047 -10.003 -8.486  C43 1.365, C62 1.376
39 O 26.134 -7.358 -2.014  C70 1.232
40 O 14.307 -11.749 -8.941  C57 1.395, C62 1.389
41 O 18.824 -13.147 -2.443  C73 1.367, C82 1.423
42 O 13.782 -9.334 -2.012  C54 1.345, C59 1.371
43 C 13.049 -10.104 -9.848  O38 1.365, C57 1.502, H128 1.090, H153 1.090
44 C 15.962 -7.345 -8.642  O5 1.423, C52 1.562, H96 1.090, H146 1.090
45 C 18.196 -11.184 -6.243  C49 1.529, H118 1.090, H122 1.090, H154 1.090
46 C 18.008 -12.285 -11.663  O7 1.291, O28 1.187, O35 1.280
47 C 19.019 -13.343 -0.123  O36 1.439, C61 1.489, C82 1.544, H125 1.090
48 C 15.712 -15.898 -7.524  O34 1.382, C63 1.542, C75 1.499, H90 1.090
49 C 18.469 -9.721 -5.890  O23 1.391, C45 1.529, C58 1.513, H111 1.090
50 C 18.943 -11.365 -9.832  O7 1.362, C84 1.473, H105 1.090, H126 1.090
51 C 17.422 -14.802 -6.549  O6 1.200, O15 1.346, O34 1.290
52 C 16.519 -6.125 -9.443  O29 1.368, C44 1.562, H144 1.090, H148 1.090
53 C 22.330 -14.328 -5.404  O17 1.392, C89 1.529, H97 1.090, H117 1.090
54 C 13.855 -10.042 -3.153  O42 1.345, C67 1.548, C80 1.554, H98 1.090
55 C 22.797 -4.421 -5.341  O25 1.434, C72 1.544, H101 1.090, H110 1.090
56 C 23.079 -8.617 -2.839  O33 1.404, C66 1.543, H103 1.090, H132 1.090
57 C 13.664 -11.443 -10.140  O40 1.395, C43 1.502, H141 1.090, H151 1.090
58 C 19.864 -9.490 -5.353  O2 1.350, C49 1.513, H95 1.090, H121 1.090
59 C 14.945 -8.622 -1.876  O16 1.213, O26 1.379, O42 1.371
60 C 17.939 -5.627 -4.247  O37 1.416, C74 1.531, H109 1.090, H127 1.090
61 C 18.322 -12.556 0.930  C47 1.489, H120 1.090, H136 1.090, H137 1.090
62 C 13.925 -10.895 -7.915  O14 1.218, O38 1.376, O40 1.389
63 C 14.332 -15.344 -7.933  C48 1.542, H131 1.090, H143 1.090, H155 1.090
64 C 19.580 -4.072 -10.097  O24 1.394, C87 1.530, H123 1.090, H133 1.090
65 C 23.732 -6.199 -6.335  O4 1.399, O19 1.246, O25 1.322
66 C 24.023 -9.533 -3.647  O3 1.431, C56 1.543, H106 1.090, H150 1.090
67 C 15.098 -9.550 -3.933  O26 1.360, C54 1.548, H139 1.090, H147 1.090
68 C 15.958 -5.077 -2.766  C74 1.510, H93 1.090, H135 1.090, H152 1.090
69 C 22.610 -9.544 -8.317  O13 1.399, C81 1.495, H104 1.090, H113 1.090
70 C 25.162 -7.990 -2.429  O3 1.352, O33 1.315, O39 1.232
71 C 16.531 -7.935 -10.739  O5 1.380, O21 1.253, O29 1.289
72 C 21.995 -5.683 -4.957  O4 1.369, C55 1.544, H115 1.090, H140 1.090
73 C 19.768 -12.255 -2.017  O30 1.246, O36 1.391, O41 1.367
74 C 16.993 -4.542 -3.727  O8 1.426, C60 1.531, C68 1.510, H94 1.090
75 C 16.759 -15.550 -8.539  O15 1.398, C48 1.499, H114 1.090, H130 1.090
76 C 20.051 -9.134 0.454  O12 1.398, C86 1.453, H116 1.090, H134 1.090
77 C 24.026 -10.876 -7.121  O13 1.398, O18 1.199, O27 1.324
78 C 19.500 -8.117 -7.059  O2 1.296, O23 1.313, O32 1.246
79 C 19.642 -8.121 -1.558  O9 1.224, O12 1.339, O31 1.341
80 C 12.484 -9.661 -3.777  C54 1.554, H99 1.090, H119 1.090, H145 1.090
81 C 23.841 -9.768 -9.136  O27 1.467, C69 1.495, H124 1.090, H129 1.090
82 C 18.118 -13.682 -1.330  O41 1.423, C47 1.544, H91 1.090, H102 1.090
83 C 21.615 -13.901 -7.477  O1 1.191, O17 1.284, O20 1.369
84 C 18.584 -12.776 -9.606  O35 1.438, C50 1.473, H107 1.090, H108 1.090
85 C 17.172 -4.321 -5.992  O8 1.332, O22 1.203, O37 1.356
86 C 18.698 -8.606 0.494  O31 1.429, C76 1.453, H112 1.090, H142 1.090
87 C 20.101 -4.149 -8.660  O11 1.380, C64 1.530, H92 1.090, H100 1.090
88 C 20.014 -1.997 -9.446  O10 1.249, O11 1.411, O24 1.325
89 C 21.293 -13.206 -5.337  O20 1.374, C53 1.529, H138 1.090, H149 1.090
90 H 15.804 -16.952 -7.258  C48 1.090
91 H 17.135 -13.272 -1.100  C82 1.090
92 H 20.955 -4.823 -8.720  C87 1.090
93 H 15.324 -4.308 -2.326  C68 1.090
94 H 17.616 -3.787 -3.247  C74 1.090
95 H 20.439 -10.403 -5.508  C58 1.090
96 H 16.387 -7.410 -7.641  C44 1.090
97 H 23.244 -13.880 -5.013  C53 1.090
98 H 13.807 -11.120 -2.998  C54 1.090
99 H 12.500 -8.634 -4.143  C80 1.090
100 H 19.317 -4.437 -7.959  C87 1.090
101 H 22.132 -3.863 -6.001  C55 1.090
102 H 17.954 -14.760 -1.339  C82 1.090
103 H 22.843 -9.037 -1.862  C56 1.090
104 H 22.530 -8.502 -8.008  C69 1.090
105 H 20.024 -11.225 -9.795  C50 1.090
106 H 23.805 -10.600 -3.609  C66 1.090
107 H 19.417 -13.443 -9.384  C84 1.090
108 H 17.890 -12.710 -8.768  C84 1.090
109 H 17.527 -6.636 -4.214  C60 1.090
110 H 23.042 -3.855 -4.442  C55 1.090
111 H 17.785 -9.265 -5.175  C49 1.090
112 H 17.969 -9.388 0.711  C86 1.090
113 H 21.679 -9.737 -8.850  C69 1.090
114 H 17.085 -16.377 -9.169  C75 1.090
115 H 20.954 -5.503 -5.225  C72 1.090
116 H 20.495 -8.695 1.347  C76 1.090
117 H 22.133 -15.181 -4.754  C53 1.090
118 H 17.192 -11.252 -6.661  C45 1.090
119 H 11.565 -9.906 -3.245  C80 1.090
120 H 19.051 -12.122 1.615  C61 1.090
121 H 19.889 -9.254 -4.289  C58 1.090
122 H 18.053 -11.789 -5.347  C45 1.090
123 H 18.704 -4.661 -10.370  C64 1.090
124 H 24.277 -8.796 -9.369  C81 1.090
125 H 19.548 -14.223 0.242  C47 1.090
126 H 18.321 -10.643 -9.304  C50 1.090
127 H 18.790 -5.692 -3.569  C60 1.090
128 H 12.023 -9.930 -10.171  C43 1.090
129 H 23.505 -10.311 -10.020  C81 1.090
130 H 16.418 -14.827 -9.280  C75 1.090
131 H 14.021 -16.010 -8.737  C63 1.090
132 H 22.184 -8.438 -3.435  C56 1.090
133 H 20.325 -4.471 -10.785  C64 1.090
134 H 20.127 -10.221 0.461  C76 1.090
135 H 16.536 -5.476 -1.932  C68 1.090
136 H 17.655 -11.766 0.583  C61 1.090
137 H 17.606 -13.210 1.428  C61 1.090
138 H 20.440 -13.217 -4.658  C89 1.090
139 H 14.842 -9.031 -4.857  C67 1.090
140 H 22.223 -5.875 -3.908  C72 1.090
141 H 12.871 -12.142 -10.405  C57 1.090
142 H 18.687 -7.743 1.159  C86 1.090
143 H 14.396 -14.301 -8.243  C63 1.090
144 H 17.480 -5.820 -9.029  C52 1.090
145 H 12.569 -10.131 -4.757  C80 1.090
146 H 14.877 -7.390 -8.551  C44 1.090
147 H 15.755 -10.391 -4.153  C67 1.090
148 H 15.918 -5.228 -9.291  C52 1.090
149 H 21.694 -12.194 -5.290  C89 1.090
150 H 23.981 -9.301 -4.711  C66 1.090
151 H 14.351 -11.296 -10.974  C57 1.090
152 H 15.402 -5.920 -3.176  C68 1.090
153 H 13.704 -9.331 -10.250  C43 1.090
154 H 18.844 -11.536 -7.046  C45 1.090
155 H 13.640 -15.425 -7.095  C63 1.090

These are the Mulliken partial charges, in e, on atoms 1 to 6: -0.63 0.44 -0.41 0.43 0.00 -0.44

(2)
This record from the Open Molecules 2025 dataset describes the ion C8H7N2O3S with charge +1 at a distorted geometry. The level of theory is the ωB97M-V functional and the def2-TZVPD basis.

Properties
HOMO-LUMO gap: 6.32 eV
E_tot: -1042.05509 a.u.
E_HOMO: -12.7 eV
Charge: +1
Relative energy (zero: lowest compared OMol25 entry of this formula, charge and spin): 0.0 kcal per mole

Last columns: bonded neighbours and bond lengths (Å).
Positions of all 21 atoms, in Å:
1 S 2.304 -0.663 0.635  O2 1.425, O3 1.452, N6 1.811, C13 1.851
2 O 2.259 -2.005 1.115  S1 1.425
3 O 2.848 0.390 1.474  S1 1.452
4 O -2.096 2.162 1.134  C10 1.317, H19 0.932
5 N -0.645 -2.097 0.235  C7 1.238, C12 1.312
6 N 0.602 -0.050 0.556  S1 1.811, C9 1.396, C12 1.347
7 C -1.721 -2.710 0.269  N5 1.238, C11 1.365
8 C -2.968 -0.917 0.593  C11 1.427, C14 1.424, H15 1.075
9 C 0.102 1.224 0.832  N6 1.396, C10 1.352, H17 1.019
10 C -1.250 1.202 0.824  O4 1.317, C9 1.352, C14 1.460
11 C -3.026 -2.327 0.380  C7 1.365, C8 1.427, H20 1.087
12 C -0.501 -0.819 0.496  N5 1.312, N6 1.347, C14 1.441
13 C 2.989 -0.392 -1.063  S1 1.851, H16 1.029, H18 1.112, H21 1.017
14 C -1.768 -0.153 0.656  C8 1.424, C10 1.460, C12 1.441
15 H -3.832 -0.296 0.749  C8 1.075
16 H 3.177 0.619 -1.064  C13 1.029
17 H 0.709 2.014 1.046  C9 1.019
18 H 2.283 -0.811 -1.812  C13 1.112
19 H -1.737 2.986 0.887  O4 0.932
20 H -3.990 -2.830 0.384  C11 1.087
21 H 3.852 -0.930 -1.057  C13 1.017

These are the Mulliken partial charges, in e, on atoms 1 to 6: 1.14 -0.56 -0.59 -0.50 -0.16 -0.07

Q: What is the E_tot in the first record?
A: -4990.22939 a.u.

Q: Which formula does entry 2 have?
A: C8H7N2O3S

Repeat the second record exactly.
This record from the Open Molecules 2025 dataset describes the ion C8H7N2O3S with charge +1 at a distorted geometry. The level of theory is the ωB97M-V functional and the def2-TZVPD basis.

Properties
HOMO-LUMO gap: 6.32 eV
E_tot: -1042.05509 a.u.
E_HOMO: -12.7 eV
Charge: +1
Relative energy (zero: lowest compared OMol25 entry of this formula, charge and spin): 0.0 kcal per mole

Last columns: bonded neighbours and bond lengths (Å).
Positions of all 21 atoms, in Å:
1 S 2.304 -0.663 0.635  O2 1.425, O3 1.452, N6 1.811, C13 1.851
2 O 2.259 -2.005 1.115  S1 1.425
3 O 2.848 0.390 1.474  S1 1.452
4 O -2.096 2.162 1.134  C10 1.317, H19 0.932
5 N -0.645 -2.097 0.235  C7 1.238, C12 1.312
6 N 0.602 -0.050 0.556  S1 1.811, C9 1.396, C12 1.347
7 C -1.721 -2.710 0.269  N5 1.238, C11 1.365
8 C -2.968 -0.917 0.593  C11 1.427, C14 1.424, H15 1.075
9 C 0.102 1.224 0.832  N6 1.396, C10 1.352, H17 1.019
10 C -1.250 1.202 0.824  O4 1.317, C9 1.352, C14 1.460
11 C -3.026 -2.327 0.380  C7 1.365, C8 1.427, H20 1.087
12 C -0.501 -0.819 0.496  N5 1.312, N6 1.347, C14 1.441
13 C 2.989 -0.392 -1.063  S1 1.851, H16 1.029, H18 1.112, H21 1.017
14 C -1.768 -0.153 0.656  C8 1.424, C10 1.460, C12 1.441
15 H -3.832 -0.296 0.749  C8 1.075
16 H 3.177 0.619 -1.064  C13 1.029
17 H 0.709 2.014 1.046  C9 1.019
18 H 2.283 -0.811 -1.812  C13 1.112
19 H -1.737 2.986 0.887  O4 0.932
20 H -3.990 -2.830 0.384  C11 1.087
21 H 3.852 -0.930 -1.057  C13 1.017

These are the Mulliken partial charges, in e, on atoms 1 to 6: 1.14 -0.56 -0.59 -0.50 -0.16 -0.07